Computed, not measured: a cluster of 5 separate species, C18H50N4O5 in total, with ωB97M-V/def2-TZVPD.

Spin multiplicity ... 1
Relative energy (zero: lowest compared OMol25 entry of this formula, charge and spin) ... 0.00 kJ/mol
Lowest unoccupied orbital energy ... 0.027 Eh
SMILES ... COC[C@H](C)N.COC[C@H](C)N.COC[C@H](C)N.COC[C@H](C)N.CCO

Last columns: bonded neighbours and bond lengths (Å).
CARTESIAN COORDINATES (ANGSTROEM)
1 C 31.70464 -4.93032 -1.55597  O2 1.424, H7 1.092, H8 1.095, H9 1.089
2 O 30.36791 -5.36850 -1.77715  C1 1.424, C3 1.422
3 C 30.27934 -6.67853 -2.32415  O2 1.422, C4 1.539, H10 1.097, H11 1.099
4 C 28.86375 -6.77915 -2.92078  C3 1.539, C5 1.529, N6 1.453, H12 1.093
5 C 28.64925 -5.70614 -3.98875  C4 1.529, H13 1.092, H14 1.086, H15 1.092
6 N 27.82558 -6.65197 -1.91175  C4 1.453, H16 1.018, H17 1.014
7 H 32.16443 -4.70605 -2.52041  C1 1.092
8 H 32.22711 -5.68382 -0.95649  C1 1.095
9 H 31.66607 -4.02550 -0.95092  C1 1.089
10 H 31.06211 -6.84664 -3.07458  C3 1.097
11 H 30.47982 -7.37949 -1.50207  C3 1.099
12 H 28.74456 -7.75592 -3.39563  C4 1.093
13 H 29.32126 -5.82282 -4.84137  C5 1.092
14 H 28.76842 -4.68858 -3.62723  C5 1.086
15 H 27.62684 -5.85838 -4.33970  C5 1.092
16 H 27.95403 -7.39537 -1.22812  N6 1.018
17 H 27.91361 -5.79458 -1.37739  N6 1.014
18 C 34.12835 -2.21646 0.60469  O19 1.395, H24 1.095, H25 1.102, H26 1.091
19 O 33.00941 -2.22060 -0.22833  C18 1.395, C20 1.425
20 C 32.77129 -1.03453 -0.98058  O19 1.425, C21 1.530, H27 1.099, H28 1.088
21 C 32.28401 0.14322 -0.13366  C20 1.530, C22 1.525, N23 1.467, H29 1.092
22 C 30.97741 -0.18857 0.58008  C21 1.525, H30 1.089, H31 1.099, H32 1.090
23 N 32.00529 1.30543 -0.98511  C21 1.467, H33 1.022, H34 1.022
24 H 34.12212 -1.44234 1.37898  C18 1.095
25 H 35.06635 -2.11166 0.03671  C18 1.102
26 H 34.17878 -3.20038 1.07261  C18 1.091
27 H 33.73585 -0.74968 -1.42304  C20 1.099
28 H 32.01348 -1.29558 -1.71581  C20 1.088
29 H 33.03699 0.39041 0.61705  C21 1.092
30 H 30.57661 0.58781 1.23032  C22 1.089
31 H 31.12666 -1.03288 1.26714  C22 1.099
32 H 30.20784 -0.52689 -0.11450  C22 1.090
33 H 32.77410 1.44792 -1.64362  N23 1.022
34 H 31.23751 1.07230 -1.61814  N23 1.022
35 C 25.11085 0.07492 -1.88907  O36 1.405, H41 1.100, H42 1.090, H43 1.096
36 O 25.31012 -1.21169 -2.41839  C35 1.405, C37 1.423
37 C 25.15286 -2.21805 -1.42534  O36 1.423, C38 1.517, H44 1.098, H45 1.095
38 C 25.43836 -3.55342 -2.08654  C37 1.517, C39 1.540, N40 1.466, H46 1.098
39 C 24.33699 -3.89592 -3.10737  C38 1.540, H47 1.093, H48 1.087, H49 1.089
40 N 25.53555 -4.62384 -1.08923  C38 1.466, H50 1.022, H51 1.023
41 H 24.12560 0.07043 -1.40035  C35 1.100
42 H 25.05568 0.80718 -2.69405  C35 1.090
43 H 25.86229 0.39828 -1.16033  C35 1.096
44 H 25.89244 -2.03374 -0.63530  C37 1.098
45 H 24.12497 -2.15922 -1.05174  C37 1.095
46 H 26.39339 -3.44793 -2.61719  C38 1.098
47 H 24.56314 -3.29415 -3.99138  C39 1.093
48 H 23.34778 -3.66280 -2.72298  C39 1.087
49 H 24.41236 -4.93337 -3.43104  C39 1.089
50 H 26.26999 -4.37357 -0.42342  N40 1.022
51 H 25.94906 -5.43022 -1.56481  N40 1.023
52 C 27.70538 3.05730 -2.40257  O53 1.413, H58 1.101, H59 1.086, H60 1.095
53 O 28.70957 2.77074 -3.35483  C52 1.413, C54 1.408
54 C 28.57488 3.53911 -4.52734  O53 1.408, C55 1.514, H61 1.098, H62 1.094
55 C 27.45922 3.08050 -5.44307  C54 1.514, C56 1.554, N57 1.477, H63 1.094
56 C 27.42565 1.54159 -5.65355  C55 1.554, H64 1.087, H65 1.092, H66 1.095
57 N 27.55084 3.82326 -6.71680  C55 1.477, H67 1.016, H68 1.012
58 H 27.78523 4.10057 -2.06094  C52 1.101
59 H 27.87047 2.40799 -1.54741  C52 1.086
60 H 26.68257 3.03504 -2.79308  C52 1.095
61 H 28.44400 4.60422 -4.29421  C54 1.098
62 H 29.52407 3.57747 -5.07046  C54 1.094
63 H 26.47362 3.35823 -5.05821  C55 1.094
64 H 27.44925 1.27201 -6.70659  C56 1.087
65 H 26.53670 1.12914 -5.17102  C56 1.092
66 H 28.26362 1.01854 -5.18062  C56 1.095
67 H 28.37781 3.51395 -7.21969  N57 1.016
68 H 26.74125 3.55012 -7.25997  N57 1.012
69 C 29.18930 -2.03693 -2.36215  C70 1.519, H72 1.088, H73 1.093, H74 1.094
70 C 28.58037 -0.64742 -2.43823  C69 1.519, O71 1.423, H75 1.099, H76 1.094
71 O 29.62094 0.25414 -2.79629  C70 1.423, H77 0.987
72 H 29.95092 -2.14257 -1.59218  C69 1.088
73 H 29.61375 -2.31509 -3.33033  C69 1.093
74 H 28.43836 -2.81147 -2.18156  C69 1.094
75 H 28.15083 -0.40060 -1.45676  C70 1.099
76 H 27.76086 -0.61892 -3.16180  C70 1.094
77 H 29.19560 1.11750 -3.01338  O71 0.987

What are the Löwdin partial charges on each atom? They are as follows, in elementary charge units:
1 C -0.084
2 O -0.228
3 C -0.203
4 C -0.419
5 C -0.054
6 N 0.035
7 H 0.096
8 H 0.091
9 H 0.065
10 H 0.122
11 H 0.121
12 H 0.136
13 H 0.080
14 H 0.050
15 H 0.077
16 H 0.084
17 H 0.060
18 C -0.121
19 O -0.222
20 C -0.183
21 C -0.431
22 C -0.051
23 N 0.039
24 H 0.084
25 H 0.090
26 H 0.090
27 H 0.125
28 H 0.114
29 H 0.126
30 H 0.078
31 H 0.080
32 H 0.053
33 H 0.070
34 H 0.043
35 C -0.125
36 O -0.206
37 C -0.203
38 C -0.445
39 C -0.047
40 N 0.035
41 H 0.090
42 H 0.079
43 H 0.079
44 H 0.126
45 H 0.128
46 H 0.113
47 H 0.076
48 H 0.078
49 H 0.073
50 H 0.065
51 H 0.034
52 C -0.079
53 O -0.218
54 C -0.199
55 C -0.423
56 C -0.032
57 N 0.025
58 H 0.097
59 H 0.095
60 H 0.086
61 H 0.129
62 H 0.135
63 H 0.125
64 H 0.072
65 H 0.070
66 H 0.066
67 H 0.071
68 H 0.069
69 C -0.071
70 C -0.311
71 O -0.108
72 H 0.053
73 H 0.087
74 H 0.053
75 H 0.100
76 H 0.104
77 H 0.043